{
  "formula": "C3H5N5",
  "method": "ωB97M-V/def2-TZVPD",
  "symbols": ["H", "H", "C", "N", "N", "N", "C", "N", "C", "N", "H", "H", "H"],
  "xyz": [[1.5318, 1.5609, 0.6370], [-2.9518, -0.5830, -0.1975], [1.5421, 0.4385, 0.0714], [-1.1458, -1.8108, -0.0928], [2.5463, -0.3093, -0.3992], [-1.1469, 1.8337, -0.1420], [-0.9510, 0.5203, -0.0954], [0.2671, -0.0689, 0.1100], [-1.8824, -0.7090, -0.1772], [0.1833, -1.4797, -0.0384], [3.3556, 0.3298, -0.1110], [-2.1380, 2.1922, -0.1729], [0.7898, -1.9149, 0.6079]],
  "forces_ev_per_angstrom": [[0.401, -3.055, -1.931], [-0.037, -0.688, -0.264], [1.906, 1.176, 0.449], [-0.985, 1.587, 0.446], [-1.410, 4.133, 2.677], [0.029, -2.301, 0.252], [-2.655, 2.081, 0.151], [0.607, -1.069, -0.480], [3.594, 0.176, 0.548], [-2.352, 1.726, -1.579], [-0.768, -1.418, -0.895], [1.356, -1.287, -0.148], [0.314, -1.061, 0.773]],
  "total_charge": 0,
  "homo_lumo_gap_ha": 0.3208,
  "smiles": "[H]/N=C/n1[nH]nc/c1=N\\[H]",
  "e_lumo_ev": 0.15,
  "total_energy_ev": -10639.1601
}

{
  "formula": "C3H5N5",
  "method": "ωB97M-V/def2-TZVPD",
  "symbols": ["N", "H", "C", "C", "C", "N", "H", "N", "N", "N", "H", "H", "H"],
  "xyz": [[-1.4093, -0.5863, 0.8277], [1.5304, 0.4178, 2.2305], [1.6015, 0.2306, -0.8640], [-0.3291, -0.2438, 1.5594], [-0.8775, 0.0779, -1.4807], [0.9065, 0.5529, 1.4349], [-0.3730, -0.5367, 2.5741], [0.4540, 0.3720, -1.6971], [1.9115, 0.2454, 0.4090], [-1.6789, -0.3770, -0.4810], [-2.7230, -0.4251, -0.7667], [2.5410, -0.0089, -1.4211], [-1.5541, 0.2812, -2.3250]],
  "forces_ev_per_angstrom": [[2.551, 0.460, 2.641], [-1.037, 0.035, 0.277], [-0.243, -0.828, 0.633], [-0.639, 0.957, -2.694], [3.078, 1.548, -0.685], [-0.207, -2.587, -2.219], [-0.749, -0.325, 0.891], [-2.851, -1.374, 1.751], [-2.009, 1.175, -0.979], [-0.209, 0.663, -0.782], [2.618, -0.181, 1.170], [-1.080, 0.455, 0.039], [0.776, 0.001, -0.042]],
  "total_charge": 0,
  "homo_lumo_gap_ha": 0.3469,
  "smiles": "c1nc[nH]nc[nH]n1",
  "e_lumo_ev": 0.45,
  "total_energy_ev": -10638.4226
}

{
  "formula": "C3H5N5",
  "method": "ωB97M-V/def2-TZVPD",
  "symbols": ["N", "N", "H", "N", "N", "H", "C", "C", "N", "H", "H", "C", "H"],
  "xyz": [[-2.6048, -0.1371, -0.1325], [0.2502, 1.6420, 0.7405], [2.3539, -0.3751, 0.9494], [0.7869, -0.4620, -0.2605], [1.6333, -1.0423, 0.6937], [-3.1775, -0.2478, -0.9674], [-0.1937, 0.4779, 0.1254], [0.3535, -1.1967, -1.3344], [0.3488, -1.8311, -2.3017], [1.1304, -1.3436, 1.5261], [-0.4923, 2.2819, 0.9848], [-1.4160, 0.1320, -0.3027], [1.0272, 2.1018, 0.2792]],
  "forces_ev_per_angstrom": [[-0.155, -0.597, -0.124], [-0.059, -0.047, -0.184], [-0.190, -0.121, -0.109], [-0.360, 0.059, -0.449], [0.254, -0.378, 0.059], [0.078, 0.247, -0.187], [-0.965, -0.247, -0.321], [2.135, -0.459, 0.065], [-0.655, 0.077, 0.263], [-0.097, 0.151, -0.188], [0.138, -0.070, 0.071], [0.061, 1.356, 1.216], [-0.185, 0.029, -0.112]],
  "total_charge": 0,
  "homo_lumo_gap_ha": 0.3149,
  "smiles": "N#CN(N)C(N)=C=N",
  "e_lumo_ev": 0.49,
  "total_energy_ev": -10638.8262
}

{
  "formula": "C3H5N5O",
  "method": "ωB97M-V/def2-TZVPD",
  "symbols": ["O", "H", "N", "C", "N", "N", "H", "C", "N", "C", "H", "N", "H", "H"],
  "xyz": [[1.3916, -1.7713, -1.0735], [0.1649, 1.3644, 1.0856], [1.1359, -0.8793, 1.2488], [0.8261, 0.4054, 1.5630], [0.5237, -1.1860, -0.0810], [-1.2101, 0.5239, -0.6574], [-2.1275, -0.6379, 0.9140], [0.7807, 0.2440, -1.7010], [-1.9995, 0.3023, 0.4850], [-0.1201, -0.1053, -0.6699], [1.1327, 0.7307, 2.5994], [1.6499, -0.6002, -2.0123], [0.7849, 1.4278, -1.9256], [-2.9330, 0.1814, 0.2248]],
  "forces_ev_per_angstrom": [[-0.774, 2.972, 0.489], [1.877, -3.320, 0.613], [-1.647, 4.911, -1.596], [0.020, -0.817, 1.024], [-0.785, -1.922, 2.337], [-1.116, -0.896, 2.265], [2.622, -0.230, -0.052], [0.924, 4.539, -1.531], [-0.494, -1.063, 0.890], [0.805, -0.703, -1.705], [-0.083, -0.809, -1.145], [0.776, -1.410, 0.452], [0.190, -3.192, -0.553], [-2.316, 1.939, -1.489]],
  "total_charge": 0,
  "homo_lumo_gap_ha": 0.3434,
  "smiles": "C=Nn1onc/c1=N/N",
  "e_lumo_ev": -0.03,
  "total_energy_ev": -12681.5333
}

{
  "formula": "C3H5NO",
  "method": "ωB97M-V/def2-TZVPD",
  "symbols": ["C", "C", "C", "H", "H", "H", "H", "O", "H", "N"],
  "xyz": [[-0.8167, -0.6209, -1.5311], [0.4914, 0.5515, 0.3126], [-0.1829, -0.7214, -0.2184], [-0.9907, -0.9557, 0.4806], [0.5143, 1.3849, 2.0763], [0.1196, 1.4466, -0.2047], [0.5136, -1.5645, -0.2281], [0.1723, 0.5721, 1.6892], [1.5785, 0.5035, 0.1530], [-1.3994, -0.5960, -2.5295]],
  "forces_ev_per_angstrom": [[-0.530, 0.027, -0.906], [0.046, -0.028, -0.396], [-0.054, -0.081, 0.019], [0.125, -0.069, 0.010], [-0.002, -0.082, 0.022], [-0.059, -0.195, 0.091], [-0.124, 0.090, 0.047], [0.138, 0.266, 0.231], [-0.197, -0.002, 0.030], [0.658, 0.073, 0.852]],
  "total_charge": 0,
  "homo_lumo_gap_ha": 0.4317,
  "smiles": "N#CCCO",
  "e_lumo_ev": 0.65,
  "total_energy_ev": -6728.9115
}

{
  "formula": "C3H5NO",
  "method": "ωB97M-V/def2-TZVPD",
  "symbols": ["N", "H", "C", "O", "C", "H", "H", "H", "H", "C"],
  "xyz": [[-0.1906, -0.3917, 0.6749], [1.2203, 1.1325, 0.7320], [0.2542, 0.7946, 1.0763], [-1.0185, 1.2319, -2.4183], [0.2673, -1.2471, -0.2371], [-1.0821, -0.6575, 1.0800], [1.2510, -1.0883, -0.6527], [-0.2883, -2.1571, -0.4054], [-0.2973, 1.3122, 1.8468], [-0.1030, 1.0396, -1.7670]],
  "forces_ev_per_angstrom": [[-0.097, 0.015, -0.032], [-0.133, -0.045, 0.047], [0.095, -0.089, 0.065], [1.025, -0.217, 0.791], [0.107, -0.036, 0.129], [0.080, 0.036, -0.059], [-0.133, -0.016, 0.050], [0.059, 0.133, 0.059], [0.054, -0.101, -0.125], [-1.056, 0.319, -0.927]],
  "total_charge": 0,
  "homo_lumo_gap_ha": 0.2956,
  "e_lumo_ev": 1.02,
  "total_energy_ev": -6726.9395
}

{
  "formula": "C3H5NO",
  "method": "ωB97M-V/def2-TZVPD",
  "symbols": ["O", "N", "H", "H", "H", "C", "H", "H", "C", "C"],
  "xyz": [[-0.5152, 0.2522, -0.9643], [2.2330, 0.0609, 1.0887], [0.1484, -1.6522, -0.4990], [-0.4173, 1.3412, 0.7931], [1.0415, -0.7511, -1.7501], [0.5273, -0.6605, -0.7900], [-2.0265, 1.1876, 0.0094], [-1.3374, -0.1869, 0.9080], [-1.0989, 0.6685, 0.2551], [1.5094, -0.2489, 0.2417]],
  "forces_ev_per_angstrom": [[0.041, 0.057, -0.040], [-0.654, -0.289, -0.865], [0.056, 0.115, -0.009], [-0.208, -0.087, -0.035], [-0.049, -0.044, 0.135], [0.146, -0.192, -0.075], [0.175, -0.015, 0.001], [0.056, 0.126, -0.176], [-0.184, 0.051, 0.331], [0.620, 0.279, 0.734]],
  "total_charge": 0,
  "homo_lumo_gap_ha": 0.4276,
  "smiles": "COCC#N",
  "e_lumo_ev": 0.82,
  "total_energy_ev": -6728.4402
}

{
  "formula": "C3H5NO",
  "method": "ωB97M-V/def2-TZVPD",
  "symbols": ["C", "H", "C", "H", "H", "N", "H", "C", "H", "O"],
  "xyz": [[0.1581, -0.4207, -1.7491], [0.1475, -1.4175, -2.3119], [-0.8041, 0.0209, 0.7478], [-1.4362, -0.5259, 1.4200], [0.9715, 1.3459, 0.7641], [0.2296, -0.7279, 0.0734], [1.1567, -0.0742, 1.9691], [0.6407, 0.2838, 1.0462], [-1.3746, 0.8812, 0.2164], [0.3107, 0.6346, -2.1760]],
  "forces_ev_per_angstrom": [[1.209, -2.741, 3.901], [-0.359, 0.991, 0.951], [-0.654, 1.599, -0.286], [-0.175, -0.276, 0.288], [-0.310, -1.740, -0.002], [-0.316, -0.063, -3.474], [-0.577, 0.005, -0.980], [0.155, 1.817, -0.205], [1.161, -1.484, 0.691], [-0.133, 1.892, -0.884]],
  "total_charge": 0,
  "homo_lumo_gap_ha": 0.3634,
  "e_lumo_ev": 0.83,
  "total_energy_ev": -6726.3122
}

{
  "formula": "C3H5NO",
  "method": "ωB97M-V/def2-TZVPD",
  "symbols": ["H", "C", "N", "C", "H", "C", "H", "O", "H", "H"],
  "xyz": [[2.6005, -1.1679, -0.3717], [-1.4206, 0.1672, 0.0017], [1.0258, 1.2181, -0.0609], [-0.0071, 0.1757, 0.5205], [-1.4458, 0.2590, -1.0873], [1.1425, 0.0022, -0.3089], [0.0950, -0.0201, 1.5894], [1.9242, -0.8496, -0.9903], [-1.9155, -0.7723, 0.2717], [-1.9990, 0.9877, 0.4359]],
  "forces_ev_per_angstrom": [[-0.068, -0.080, -0.287], [-0.032, 0.019, -0.052], [-0.046, -0.585, -0.165], [-0.197, -0.167, 0.166], [0.022, 0.033, 0.119], [-0.074, 0.492, 0.193], [-0.020, 0.184, -0.074], [0.307, 0.056, 0.160], [0.065, 0.114, -0.021], [0.043, -0.066, -0.039]],
  "total_charge": 0,
  "homo_lumo_gap_ha": 0.3851,
  "smiles": "C[C@@H]1N=C1O",
  "e_lumo_ev": 0.58,
  "total_energy_ev": -6727.4201
}

{
  "formula": "C3H5NO",
  "method": "ωB97M-V/def2-TZVPD",
  "symbols": ["H", "H", "C", "C", "C", "H", "O", "N", "H", "H"],
  "xyz": [[1.2787, -1.2195, -1.1083], [-2.3036, -0.3818, -0.4281], [0.7566, -0.3463, -0.7285], [-1.4855, 0.1752, 0.0601], [0.8633, 0.0544, 0.6922], [0.5981, 0.4561, -1.4472], [-1.6094, 1.3135, 0.4386], [-0.3329, -0.6191, 0.2176], [1.4693, -0.5421, 1.3693], [0.7655, 1.1095, 0.9342]],
  "forces_ev_per_angstrom": [[-0.077, 0.118, 0.091], [0.119, 0.121, -0.048], [0.184, -0.001, -0.284], [-0.014, 0.329, 0.052], [0.149, 0.131, 0.150], [-0.028, -0.147, 0.101], [-0.010, -0.488, -0.020], [-0.238, -0.006, 0.166], [-0.125, 0.104, -0.126], [0.041, -0.160, -0.081]],
  "total_charge": 0,
  "homo_lumo_gap_ha": 0.4095,
  "smiles": "O=CN1CC1",
  "e_lumo_ev": 1.06,
  "total_energy_ev": -6728.2045
}